Entry 1:
ORCA calculation (ωB97M-V/def2-TZVPD) on a 8-piece molecular cluster, C18H57N5O7 overall at a distorted geometry.

Values from the calculation:
Total charge: +1
HOMO level (alpha / beta): -11.52 / -11.52 eV
Gap between HOMO and LUMO (alpha / beta): 9.48 / 5.60 eV
Multiplicity: 2

Structure (XYZ):
```
87
Properties=species:S:1:pos:R:3:mulliken_charge:R:1
N -0.23 -1.23 0.27 0.995
H -0.43 -2.00 0.89 0.538
H 0.41 -1.65 -0.39 0.602
H 0.30 -0.56 0.81 -0.418
H -1.02 -0.76 -0.16 0.129
C 3.21 -0.55 -3.40 -1.449
C 2.51 -0.58 -2.06 0.671
O 1.58 -1.61 -1.82 -0.640
H 3.83 -1.45 -3.46 0.416
H 3.76 0.37 -3.55 0.417
H 2.53 -0.71 -4.24 0.353
H 2.14 0.42 -1.83 -0.317
H 3.24 -0.60 -1.25 0.356
O -0.83 -0.56 -3.25 -0.629
H -0.02 -1.03 -3.03 0.225
H -1.53 -1.11 -2.89 0.282
O 1.86 -4.20 -0.38 -0.629
H 2.72 -3.91 -0.06 0.324
H 1.57 -3.50 -0.96 0.261
C -1.57 -5.41 1.95 -1.547
C -1.70 -3.89 1.85 0.315
C -2.49 -3.21 3.04 -0.952
O -2.77 -1.93 2.69 -0.162
C -3.14 -1.09 3.78 -0.730
N -0.34 -3.46 1.77 -0.754
H -1.00 -5.76 2.81 0.383
H -1.00 -5.80 1.10 0.432
H -2.55 -5.88 2.02 0.424
H -2.11 -3.63 0.86 0.231
H -1.96 -3.35 3.98 0.482
H -3.42 -3.74 3.21 0.413
H -3.56 -0.21 3.30 0.104
H -2.27 -0.75 4.34 0.283
H -3.95 -1.53 4.36 0.420
H 0.05 -3.80 2.63 0.339
H 0.16 -3.99 1.07 0.184
C 0.70 3.90 -1.86 -0.938
C 0.17 3.10 -3.02 0.160
C 1.18 2.47 -3.92 -0.295
O 1.53 3.26 -5.11 -0.444
C 2.39 4.30 -4.82 -0.652
N -0.57 2.06 -2.41 -0.362
H 1.42 4.65 -2.19 0.368
H 1.22 3.32 -1.11 -0.011
H -0.11 4.36 -1.30 0.298
H -0.51 3.69 -3.63 0.286
H 0.69 1.56 -4.25 0.187
H 2.07 2.08 -3.43 0.209
H 2.06 4.94 -4.01 0.257
H 2.20 4.94 -5.69 0.325
H 3.44 4.00 -4.87 0.246
H -0.06 1.34 -1.92 -0.241
H -1.06 1.45 -3.05 0.206
C 2.38 1.72 1.36 -1.217
C 2.58 0.32 1.92 0.846
C 3.74 0.15 2.89 -0.985
O 4.08 -1.21 2.94 -0.287
C 4.87 -1.59 4.03 -0.819
N 1.36 -0.30 2.40 -0.666
H 3.16 2.03 0.66 0.416
H 2.46 2.60 2.00 0.488
H 1.41 1.81 0.87 0.021
H 2.81 -0.35 1.09 -0.097
H 3.57 0.49 3.91 0.391
H 4.55 0.77 2.49 0.489
H 5.14 -2.63 3.87 0.232
H 4.38 -1.46 5.00 0.339
H 5.79 -1.00 4.05 0.335
H 1.64 -1.16 2.85 0.187
H 1.10 0.16 3.26 0.278
C -2.06 1.54 1.38 -1.507
C -3.07 0.91 0.39 0.649
C -4.07 2.02 -0.22 -0.974
O -5.08 1.36 -0.95 -0.306
C -6.12 2.16 -1.41 -0.740
N -2.31 0.32 -0.68 -0.603
H -2.58 2.01 2.21 0.530
H -1.42 2.28 0.90 0.295
H -1.38 0.77 1.76 0.179
H -3.75 0.23 0.91 0.249
H -3.51 2.68 -0.89 0.356
H -4.48 2.61 0.60 0.490
H -5.83 2.85 -2.21 0.277
H -6.46 2.81 -0.60 0.314
H -6.82 1.36 -1.65 0.250
H -1.85 1.04 -1.22 0.270
H -2.98 -0.08 -1.33 0.373
```



Entry 2:
ORCA calculation (ωB97M-V/def2-TZVPD) on C27H27BF4IN5OSTi as an isolated structure at a distorted geometry.

Values from the calculation:
Total charge: -2
HOMO level (alpha / beta): 0.09 / -2.68 eV
Gap between HOMO and LUMO (alpha / beta): 3.95 / 6.70 eV
Energy relative to the best compared isomer or geometry (same formula, charge and spin): 0.527 eV
Multiplicity: 3

Structure (XYZ):
```
68
Properties=species:S:1:pos:R:3:mulliken_charge:R:1
Ti -0.38 -0.10 0.97 1.093
C 0.54 -2.70 -5.06 -1.059
C -0.88 -3.01 -4.58 -0.633
N -0.99 -3.31 -3.16 0.184
C -1.02 -4.69 -2.75 -0.874
C 0.36 -5.28 -2.45 -0.909
C -0.95 -2.25 -2.24 0.293
S -1.07 -2.66 -0.56 -0.554
N -0.85 -1.07 -2.80 -0.184
C -0.65 0.09 -2.12 -0.588
O -0.29 0.11 -0.87 -0.283
C -0.77 1.33 -2.83 0.747
C -1.08 1.37 -4.21 -0.410
C -1.17 2.58 -4.88 -0.524
C -0.95 3.78 -4.21 -0.442
C -0.65 3.75 -2.85 -0.672
C -0.55 2.56 -2.17 -0.493
H 0.53 -2.44 -6.12 0.344
H 1.20 -3.55 -4.91 0.317
H 0.93 -1.85 -4.49 0.219
H -1.27 -3.87 -5.12 0.385
H -1.52 -2.15 -4.80 0.338
H -1.50 -5.27 -3.55 0.368
H -1.63 -4.77 -1.86 0.404
H 1.00 -5.27 -3.34 0.274
H 0.27 -6.31 -2.10 0.381
H 0.84 -4.69 -1.67 0.194
H -1.24 0.44 -4.73 0.328
H -1.41 2.58 -5.94 0.362
H -1.03 4.73 -4.74 0.344
H -0.49 4.68 -2.31 0.387
H -0.32 2.54 -1.11 0.472
N 0.11 -0.79 4.20 -0.355
C -0.85 -1.66 3.74 0.408
C -1.23 -2.76 4.50 -0.820
C -2.26 -3.56 4.06 -0.147
C -2.92 -3.22 2.88 -1.223
C -2.47 -2.13 2.17 -0.558
N -1.42 -1.39 2.56 0.796
H 0.89 -1.21 4.68 0.271
H 0.39 -0.05 3.57 -0.069
H -0.73 -2.97 5.44 0.377
H -2.57 -4.42 4.63 0.367
H -3.75 -3.80 2.50 0.410
H -2.93 -1.83 1.24 0.730
I 3.14 -0.98 2.58 -0.298
C 1.37 -1.46 1.34 -1.087
H 1.16 -2.47 1.68 0.452
H 1.84 -1.56 0.36 0.395
N 5.53 7.58 4.10 -0.594
C 4.84 6.72 3.76 0.100
C 3.99 5.67 3.33 0.509
C 4.01 5.23 2.00 -0.586
C 3.18 4.20 1.60 -0.502
C 2.30 3.58 2.50 0.346
C 2.29 4.03 3.83 -0.463
C 3.12 5.05 4.24 -0.542
C 1.46 2.52 2.07 0.312
C 0.74 1.62 1.68 -0.779
H 4.68 5.70 1.30 0.407
H 3.20 3.86 0.57 0.514
H 1.62 3.55 4.53 0.470
H 3.10 5.39 5.27 0.403
F -4.00 0.41 2.58 -0.379
B -3.00 1.28 2.16 0.320
F -2.39 0.71 0.95 -0.257
F -3.51 2.53 1.84 -0.380
F -1.97 1.36 3.11 -0.357
```



Entry 3:
ORCA calculation (ωB97M-V/def2-TZVPD) on C40H44IN2O6P2Rb as an isolated structure at a distorted geometry.

Values from the calculation:
Total charge: -2
HOMO level: -2.71 eV
Gap between HOMO and LUMO: 6.15 eV
Energy relative to the best compared isomer or geometry (same formula, charge and spin): 0.000 eV

Structure (XYZ):
```
96
Properties=species:S:1:pos:R:3:mulliken_charge:R:1
Rb 0.26 0.38 -0.90 0.363
C -0.48 -5.99 -1.41 -1.889
C -0.85 -4.59 -1.88 2.663
C -1.87 -4.68 -3.01 -1.691
C 0.37 -3.75 -2.23 1.114
C 1.57 -3.89 -1.55 -0.460
C 2.66 -3.07 -1.81 -0.987
C 2.60 -2.07 -2.77 1.300
C 3.77 -1.15 -3.03 -1.255
C 1.40 -1.93 -3.46 -1.166
C 0.31 -2.74 -3.20 -0.071
H -1.38 -6.56 -1.21 0.446
H 0.12 -5.99 -0.50 0.311
H 0.10 -6.53 -2.18 0.375
H -1.35 -4.08 -1.05 -1.248
H -1.42 -5.09 -3.92 0.391
H -2.31 -3.71 -3.25 0.205
H -2.70 -5.32 -2.71 0.420
H 1.67 -4.65 -0.79 0.127
H 3.58 -3.20 -1.24 0.294
H 3.65 -0.19 -2.50 0.031
H 3.85 -0.92 -4.10 0.379
H 4.70 -1.61 -2.71 0.385
H 1.32 -1.15 -4.22 0.258
H -0.61 -2.56 -3.74 0.167
C -0.81 -3.53 1.65 -1.425
P 0.07 -1.94 1.46 1.660
C -1.21 -0.86 2.24 -0.820
C 1.28 -2.00 2.87 -0.243
C 1.42 -3.12 3.69 -0.725
C 2.34 -3.15 4.73 -0.673
C 3.14 -2.04 4.98 -0.844
C 3.02 -0.93 4.16 -0.670
C 2.12 -0.89 3.10 -0.131
P 2.03 0.59 1.97 1.229
C 3.81 1.01 1.82 -1.257
C 1.50 1.88 3.16 -1.227
H -1.19 -3.70 2.66 0.519
H -0.17 -4.37 1.36 0.321
H -1.66 -3.48 0.96 0.162
H -1.40 -1.16 3.27 0.389
H -2.11 -0.97 1.63 0.340
H -0.91 0.19 2.20 -0.082
H 0.79 -3.98 3.52 0.288
H 2.43 -4.04 5.34 0.383
H 3.86 -2.05 5.79 0.375
H 3.65 -0.07 4.35 0.239
H 4.27 1.24 2.78 0.423
H 3.90 1.87 1.16 0.278
H 4.33 0.18 1.35 0.362
H 2.11 1.88 4.07 0.486
H 0.45 1.73 3.42 0.183
H 1.58 2.85 2.67 0.286
O -1.01 2.64 -1.76 -0.439
N -1.69 3.35 -1.00 -0.705
N -1.53 3.09 0.27 0.794
O -0.77 2.13 0.74 0.415
C -2.32 3.85 1.18 -0.157
C -2.40 3.41 2.49 -0.056
C -3.14 4.13 3.42 -0.605
C -3.79 5.30 3.05 -0.460
C -3.70 5.74 1.73 -0.489
C -2.96 5.03 0.79 -0.403
H -1.88 2.50 2.75 0.248
H -3.20 3.78 4.44 0.377
H -4.37 5.86 3.77 0.365
H -4.19 6.65 1.42 0.343
H -2.88 5.37 -0.23 0.454
O -3.60 -3.02 -0.70 -0.803
C -3.07 -1.98 -1.14 -0.209
O -1.97 -1.47 -0.79 -0.079
C -3.77 -1.30 -2.31 0.232
C -3.38 -0.03 -2.75 -0.315
C -4.02 0.58 -3.82 -0.754
C -5.05 -0.07 -4.47 -0.281
C -5.46 -1.33 -4.04 -0.596
C -4.83 -1.93 -2.97 -0.428
H -2.57 0.47 -2.22 0.646
H -3.70 1.57 -4.13 0.460
H -5.55 0.41 -5.31 0.350
H -6.27 -1.84 -4.55 0.361
H -5.12 -2.91 -2.60 0.409
I 1.72 7.84 1.53 -0.029
C 2.34 6.10 0.55 -0.141
C 3.59 6.07 -0.06 -0.492
C 4.00 4.91 -0.70 -0.600
C 3.18 3.79 -0.75 -0.398
C 1.93 3.84 -0.14 0.577
C 1.50 4.99 0.52 -0.347
C 3.66 2.51 -1.45 0.027
O 4.78 2.56 -1.99 -0.857
O 2.87 1.53 -1.37 -0.314
H 4.23 6.94 -0.02 0.301
H 4.97 4.84 -1.19 0.465
H 1.28 2.98 -0.16 0.448
H 0.53 5.02 0.99 0.395
```



Entry 4:
ORCA calculation (ωB97M-V/def2-TZVPD) on a 3-piece molecular cluster, C21H41N2O8PS2 overall.

Values from the calculation:
Total charge: 0
HOMO level: -7.69 eV
Gap between HOMO and LUMO: 7.02 eV

Structure (XYZ):
```
75
Properties=species:S:1:pos:R:3:mulliken_charge:R:1
C 5.37 0.04 1.25 -1.367
C 3.88 -0.07 1.61 -0.331
C 2.99 0.79 0.70 -0.508
C 1.65 0.13 0.36 -0.616
N 1.01 0.57 -0.88 0.155
C 0.87 1.95 -1.04 -0.631
C -0.15 2.68 -0.54 0.877
P -1.53 2.14 0.52 -0.295
C -3.02 2.75 -0.38 -0.704
C -3.91 3.68 0.47 -1.263
C -1.72 0.32 0.27 0.661
C -3.11 -0.18 0.72 -1.059
C -0.06 4.17 -0.74 0.258
O -1.04 4.89 -0.80 -0.543
C 1.30 4.78 -0.92 0.587
C 1.47 6.21 -0.50 -0.783
N 1.11 6.40 0.92 -0.541
C 2.24 4.03 -1.50 -0.867
C 1.95 2.62 -1.84 0.126
O 2.58 2.01 -2.67 -0.611
H 5.53 -0.23 0.21 0.359
H 5.71 1.08 1.37 0.303
H 5.99 -0.60 1.88 0.406
H 3.75 0.24 2.65 0.297
H 3.57 -1.12 1.55 0.328
H 2.80 1.74 1.20 0.261
H 3.53 1.01 -0.23 0.311
H 0.95 0.30 1.19 -0.090
H 1.78 -0.95 0.28 0.691
H 1.46 0.16 -1.69 0.522
H -2.71 3.27 -1.29 0.478
H -3.59 1.88 -0.71 0.602
H -3.73 3.52 1.54 0.324
H -4.97 3.50 0.27 0.344
H -3.70 4.73 0.25 0.356
H -0.96 -0.16 0.89 -0.394
H -1.48 0.02 -0.75 0.232
H -3.63 -0.66 -0.11 0.276
H -2.97 -0.93 1.50 0.097
H -3.75 0.60 1.12 0.290
H 2.51 6.49 -0.69 0.364
H 0.82 6.83 -1.11 0.239
H 1.77 7.03 1.35 0.255
H 1.21 5.52 1.42 0.219
H 3.23 4.42 -1.74 0.409
C -0.84 -6.25 3.78 -0.954
C -1.77 -5.30 4.50 -0.356
O -1.14 -4.02 4.78 -0.265
S -1.03 -2.99 3.58 1.264
C -0.66 -1.56 4.54 -0.867
O -2.32 -2.85 2.98 -0.699
O 0.10 -3.32 2.76 -0.608
H -0.62 -5.91 2.77 0.269
H -1.31 -7.23 3.72 0.387
H 0.11 -6.35 4.32 0.263
H -2.69 -5.12 3.95 0.322
H -2.03 -5.68 5.49 0.281
H -1.51 -1.33 5.18 0.329
H -0.49 -0.75 3.83 0.254
H 0.23 -1.75 5.12 0.347
C 0.45 -1.29 -6.04 -0.837
C -0.92 -1.89 -5.80 -0.334
O -0.89 -2.98 -4.85 -0.340
S -0.78 -2.60 -3.31 1.388
C -1.22 -4.16 -2.65 -1.037
O -1.79 -1.63 -3.01 -0.683
O 0.58 -2.31 -2.98 -0.597
H 0.83 -0.78 -5.16 0.167
H 0.39 -0.58 -6.86 0.382
H 1.17 -2.07 -6.31 0.260
H -1.63 -1.14 -5.45 0.310
H -1.31 -2.34 -6.70 0.297
H -2.25 -4.39 -2.93 0.323
H -1.13 -4.08 -1.56 0.366
H -0.53 -4.91 -3.03 0.342
```



Values for total energy, eV, ordered as above
-41363.01323; -91541.76510; -84795.73682; -72759.45070